(1)
Entry from OMol25: a single C4H4N2OS molecule in a non-equilibrium geometry (ωB97M-V/def2-TZVPD).

XYZ file:
```
12
Properties=species:S:1:pos:R:3
C -0.50 -0.50 -0.10
C 0.37 1.91 -0.20
C 1.32 0.84 -0.79
C 1.92 -0.17 0.11
H 0.87 2.84 0.07
H 1.91 1.21 -1.68
H 1.52 -0.04 1.15
H 2.83 -0.81 -0.19
N -0.84 1.75 -0.02
N 0.70 -0.37 -0.70
O -1.30 0.44 -0.14
S -0.89 -1.80 0.80
```

Calculated values
SMILES: S=C1ON=C[C@H]2CN12
total charge: 0
LUMO: 0.085 eV
largest force on an atom: 6.1 eV/A
electronic energy: -737.59949 a.u.
HOMO level: -0.31669 Eh

natural (NBO) population analysis, charges in e, atoms 1 to 4: 0.36, 0.04, -0.13, -0.23

(2)
Entry from OMol25: a single CH3FOS molecule in a non-equilibrium geometry (ωB97M-V/def2-TZVPD).

XYZ file:
```
7
Properties=species:S:1:pos:R:3
C 0.01 0.10 0.15
O 0.44 2.20 1.72
F 1.75 0.05 2.01
S 0.26 0.77 1.95
H -0.90 -0.42 -0.02
H 0.83 -0.54 -0.09
H 0.14 1.02 -0.58
```

Calculated values
total charge: 0
LUMO: 0.701 eV
largest force on an atom: 3.0 eV/A
electronic energy: -613.15558 a.u.
HOMO level: -0.37600 Eh

natural (NBO) population analysis, charges in e, atoms 1 to 4: -0.82, -0.89, -0.52, 1.52

(3)
Entry from OMol25: a molecular structure, C27H33BrFeN7SSbSe (ωB97M-V/def2-TZVPD).

XYZ file:
```
72
Properties=species:S:1:pos:R:3
Fe -1.40 -0.46 -0.29
C -1.03 -4.00 1.94
C -1.26 -2.92 0.93
N -1.19 -1.66 1.19
N -0.95 -1.23 2.46
C -0.88 0.09 2.55
N -0.65 0.59 3.79
S -0.97 1.19 1.24
C -1.58 -3.22 -0.47
C -1.68 -4.51 -0.97
C -2.00 -4.71 -2.30
C -2.19 -3.61 -3.11
C -2.06 -2.35 -2.56
N -1.78 -2.15 -1.27
H -0.92 -3.55 2.92
H -0.12 -4.55 1.70
H -1.86 -4.70 1.96
H -0.87 -0.03 4.56
H -0.93 1.55 3.92
H -1.50 -5.35 -0.31
H -2.09 -5.71 -2.70
H -2.42 -3.72 -4.17
H -2.17 -1.46 -3.16
Br 1.71 4.78 -4.79
C 0.60 3.59 -3.84
C -0.77 3.77 -3.86
C -1.59 2.89 -3.17
C -1.04 1.81 -2.47
C 0.34 1.67 -2.44
C 1.16 2.55 -3.12
N -1.86 0.87 -1.76
C -3.12 0.85 -1.99
C -3.99 0.16 -1.04
C -5.37 0.12 -1.20
C -6.13 -0.51 -0.23
C -5.49 -1.06 0.87
C -4.11 -0.97 0.95
N -3.37 -0.38 0.01
H -1.20 4.60 -4.40
H -2.65 3.09 -3.16
H 0.76 0.84 -1.88
H 2.24 2.42 -3.09
H -3.56 1.34 -2.86
H -5.82 0.57 -2.07
H -7.21 -0.56 -0.32
H -6.05 -1.54 1.65
H -3.58 -1.38 1.80
C 4.03 3.48 2.57
C 2.98 3.25 1.48
Sb 2.42 1.19 1.04
C 2.82 0.30 2.99
C 4.24 -0.19 3.23
C 4.22 0.56 -0.04
C 5.52 1.33 0.18
H 4.15 4.55 2.77
H 5.00 3.10 2.27
H 3.74 3.00 3.50
H 3.31 3.66 0.52
H 2.04 3.74 1.74
H 2.11 -0.53 3.07
H 2.53 1.04 3.73
H 4.53 -0.95 2.51
H 4.33 -0.63 4.23
H 4.96 0.63 3.17
H 3.93 0.61 -1.09
H 4.35 -0.49 0.21
H 5.41 2.39 -0.04
H 6.31 0.95 -0.48
H 5.89 1.23 1.21
Se 2.20 -2.77 -2.17
C 1.14 -1.63 -1.31
N 0.45 -0.87 -0.76
```

Calculated values
total charge: 0
LUMO: -1.255 eV
largest force on an atom: 0.8 eV/A
electronic energy: -8309.55860 a.u.
HOMO level: -0.23424 Eh

Löwdin population analysis, charges in e, atoms 1 to 4: 0.13, -0.02, -0.25, -0.09

(4)
Entry from OMol25: 9 unconnected molecules or ions with the total composition C20H62N4O9 in a non-equilibrium geometry (ωB97M-V/def2-TZVPD).

XYZ file:
```
95
Properties=species:S:1:pos:R:3
C 0.98 -6.22 -3.20
O 1.75 -5.01 -3.12
H 1.43 -6.89 -3.90
H 1.04 -6.76 -2.25
H -0.07 -5.97 -3.45
H 2.35 -5.11 -2.40
C -0.68 3.62 3.38
O 0.11 2.39 3.49
H -0.98 4.00 4.37
H -0.06 4.39 2.85
H -1.47 3.36 2.70
H 0.53 2.14 2.64
C 1.79 -0.71 4.11
O 2.47 -0.43 2.87
H 2.47 -0.78 4.99
H 1.14 0.16 4.23
H 1.22 -1.61 4.00
H 3.09 -1.18 2.75
C -0.08 0.66 0.05
O -0.22 2.05 0.40
H 0.17 0.06 0.94
H -1.01 0.27 -0.40
H 0.72 0.41 -0.65
H -0.48 2.50 -0.41
C 0.20 -3.91 0.56
C -0.67 -3.46 -0.63
C -1.99 -2.82 -0.13
O -2.64 -3.80 0.72
C -3.97 -3.50 0.94
N 0.03 -2.51 -1.50
H -0.35 -4.56 1.20
H 0.65 -3.03 1.03
H 1.06 -4.41 0.06
H -0.92 -4.45 -1.22
H -2.58 -2.57 -1.02
H -1.83 -1.90 0.49
H -4.43 -4.35 1.39
H -4.45 -3.20 0.00
H -4.10 -2.67 1.61
H 0.56 -1.77 -0.99
H 0.76 -3.09 -1.84
C 1.29 2.02 -2.83
C 0.79 3.47 -2.58
C 0.80 4.28 -3.87
O 0.34 5.55 -3.41
C -0.05 6.54 -4.36
N -0.52 3.43 -2.06
H 1.97 2.01 -3.72
H 0.54 1.33 -3.20
H 1.86 1.70 -2.01
H 1.46 3.90 -1.83
H -0.01 3.88 -4.56
H 1.73 4.42 -4.39
H 0.52 6.59 -5.26
H 0.06 7.43 -3.81
H -1.12 6.43 -4.52
H -1.15 2.74 -2.50
H -0.96 4.32 -1.87
C 3.69 -2.57 -1.27
C 4.84 -1.59 -1.39
C 4.82 -0.46 -0.30
O 3.61 0.27 -0.39
C 3.69 1.45 0.39
N 6.08 -2.43 -1.35
H 3.82 -3.14 -0.32
H 3.58 -3.32 -2.11
H 2.76 -2.02 -1.27
H 4.84 -1.10 -2.37
H 5.60 0.26 -0.55
H 4.95 -0.91 0.73
H 2.71 1.79 0.78
H 4.08 2.26 -0.31
H 4.40 1.32 1.22
H 6.00 -3.27 -0.74
H 6.98 -1.94 -1.25
C -5.27 2.37 2.76
C -4.87 0.93 2.78
C -3.35 0.77 2.93
O -3.18 -0.63 3.22
C -1.86 -1.14 3.21
N -5.56 0.16 3.75
H -4.55 2.92 2.08
H -5.09 2.81 3.77
H -6.30 2.54 2.60
H -5.21 0.55 1.77
H -3.10 1.34 3.82
H -2.70 1.07 2.13
H -1.30 -0.92 4.09
H -1.26 -0.86 2.35
H -1.99 -2.21 3.18
H -5.41 0.45 4.68
H -5.29 -0.82 3.74
O -2.78 2.00 -3.43
H -3.62 1.80 -2.94
H -2.85 2.88 -3.86
```

Calculated values
SMILES: COC[C@H](C)N.COC[C@H](C)N.COC[C@H](C)N.COC[C@H](C)N.CO.CO.CO.CO.O
total charge: 0
LUMO: 0.326 eV
largest force on an atom: 3.0 eV/A
electronic energy: -1695.17487 a.u.
HOMO level: -0.32198 Eh

Löwdin population analysis, charges in e, atoms 1 to 4: -0.14, -0.13, 0.06, 0.08

(5)
Entry from OMol25: 17 unconnected molecules or ions with the total composition H35O17 in a non-equilibrium geometry (ωB97M-V/def2-TZVPD).

XYZ file:
```
52
Properties=species:S:1:pos:R:3
O 3.13 1.14 -2.79
H 0.17 2.14 2.18
H 3.73 1.11 -2.03
O -0.14 1.36 1.70
H -0.28 -0.83 0.71
H -2.85 2.04 -0.20
O 0.47 3.24 -3.48
H -0.39 3.05 -3.59
H 0.81 -4.41 -2.62
O 1.72 1.18 3.87
H 2.10 0.61 3.30
H 1.62 1.95 -5.37
O -0.10 -4.45 -2.35
H -5.65 0.08 -0.20
O -0.92 -0.46 3.35
H -0.14 0.23 3.36
H 3.05 2.57 0.09
O -0.95 -3.18 -0.41
H 0.67 -0.89 1.73
H 3.14 -3.23 0.55
O -5.71 -0.92 -0.26
H 2.29 0.97 -2.51
H -4.90 -0.72 -0.78
O 0.00 -1.64 1.47
H -2.34 3.23 0.65
H -0.37 -1.13 2.63
O 3.73 2.41 -0.68
H 0.78 -3.45 3.22
H 3.76 3.19 -1.17
O -3.33 -0.14 1.16
H -2.72 -0.76 -2.37
H 0.08 5.15 1.37
O 2.77 -2.99 -0.18
H -4.08 -0.52 1.28
H 3.10 -3.59 -0.79
O -2.89 -1.19 -1.55
H -2.29 -1.94 -1.38
H -0.08 -2.94 -0.75
O 0.33 4.30 1.43
H -1.00 -4.13 -0.59
H -1.78 0.13 3.08
O 1.32 1.09 -5.09
H 1.09 2.62 -3.79
H -0.54 1.92 0.91
O -2.29 2.21 0.67
H 1.06 4.06 1.82
H 2.37 2.03 3.97
O 1.63 -2.95 3.42
H 2.13 -3.56 3.91
H -0.69 -3.83 -2.76
H -2.77 -0.75 0.70
H 2.15 0.59 -4.85
```

Calculated values
total charge: +1
LUMO: -3.257 eV
largest force on an atom: 8.9 eV/A
electronic energy: -1299.58332 a.u.
HOMO level: -0.48967 Eh

natural (NBO) population analysis, charges in e, atoms 1 to 4: -0.97, 0.49, 0.50, -1.05

(6)
Entry from OMol25: a single C4H9NO2 molecule in a non-equilibrium geometry (ωB97M-V/def2-TZVPD).

XYZ file:
```
16
Properties=species:S:1:pos:R:3
C 1.16 0.91 -0.47
O 1.59 0.64 -1.83
C 0.38 -0.24 0.08
C -0.42 0.23 1.24
C -1.88 -0.07 0.96
O -2.48 -0.05 -0.10
N 1.16 -1.45 0.33
H 0.55 1.84 -0.71
H 1.78 1.39 0.37
H 0.95 0.22 -2.40
H -0.38 -0.44 -0.65
H -0.22 1.40 1.41
H -0.07 -0.45 2.08
H -2.41 -0.48 1.84
H 1.33 -1.87 -0.59
H 2.03 -1.18 0.87
```

Calculated values
SMILES: N[C@H](CO)CC=O
total charge: 0
LUMO: 0.837 eV
largest force on an atom: 3.4 eV/A
electronic energy: -362.96761 a.u.
HOMO level: -0.35310 Eh

natural (NBO) population analysis, charges in e, atoms 1 to 4: -0.08, -0.75, -0.12, -0.53

(7)
Entry from OMol25: a molecular structure, C18H29N6S3Y (ωB97M-V/def2-TZVPD).

XYZ file:
```
57
Properties=species:S:1:pos:R:3
Y 0.36 -1.19 -0.39
C -1.88 0.64 1.75
C -1.18 1.70 0.90
N -0.01 1.23 0.11
C 1.30 1.67 0.67
C 1.63 0.91 1.93
N 1.58 -0.56 1.68
C 2.89 -1.23 1.93
C 2.86 -2.70 1.50
C 1.59 -3.44 1.91
N 0.56 -3.33 0.84
C -0.80 -3.76 1.28
C -1.62 -2.56 1.72
N -1.79 -1.61 0.59
C -2.63 -0.43 0.96
H -2.62 1.17 2.36
H -1.20 0.19 2.47
H -0.87 2.53 1.54
H -1.91 2.11 0.19
H -0.07 1.72 -0.78
H 1.29 2.74 0.85
H 2.06 1.48 -0.10
H 0.93 1.17 2.72
H 2.62 1.19 2.29
H 0.95 -0.95 2.38
H 3.14 -1.15 2.99
H 3.66 -0.69 1.37
H 3.73 -3.19 1.93
H 2.99 -2.79 0.42
H 1.17 -3.03 2.84
H 1.80 -4.49 2.11
H 0.85 -3.98 0.11
H -0.74 -4.49 2.08
H -1.29 -4.24 0.43
H -1.14 -2.04 2.55
H -2.59 -2.90 2.09
H -2.31 -2.11 -0.13
H -3.49 -0.79 1.54
H -3.03 0.00 0.03
S -3.71 1.32 -2.94
C -2.31 0.49 -2.98
S -2.33 -1.28 -3.21
C -0.63 -1.34 -2.87
N -0.10 -0.17 -2.64
N -1.00 0.87 -2.84
C -0.43 2.19 -2.86
C 0.96 2.30 -2.99
C 1.56 3.55 -2.98
C 0.79 4.70 -2.86
C -0.59 4.58 -2.76
C -1.21 3.34 -2.76
S 0.25 -2.78 -2.48
H 1.57 1.42 -3.15
H 2.63 3.62 -3.10
H 1.25 5.67 -2.87
H -1.21 5.46 -2.69
H -2.28 3.28 -2.68
```

Calculated values
total charge: +2
LUMO: -5.958 eV
largest force on an atom: 0.5 eV/A
electronic energy: -2264.32879 a.u.
HOMO level: -0.50557 Eh

natural (NBO) population analysis, charges in e, atoms 1 to 4: 1.93, -0.42, -0.24, -0.76

(8)
Entry from OMol25: a single C3Br3N3O2 molecule in a non-equilibrium geometry (ωB97M-V/def2-TZVPD).

XYZ file:
```
11
Properties=species:S:1:pos:R:3
C 0.66 1.73 0.30
C 0.69 0.71 1.40
C -0.04 1.50 -0.76
N 0.06 -0.38 1.23
N -0.69 -0.52 0.20
N -0.52 -1.50 -0.75
O -1.16 -1.30 -1.75
O 0.22 -2.41 -0.51
Br 1.73 3.28 0.58
Br 1.63 1.03 2.97
Br -0.75 1.64 -2.38
```

Calculated values
total charge: 0
LUMO (alpha / beta): -1.996 / -2.081 eV
largest force on an atom: 4.9 eV/A
electronic energy: -8150.82355 a.u.
HOMO level (alpha / beta): -0.34576 / -0.34143 Eh

natural (NBO) population analysis, charges in e, atoms 1 to 4: -0.31, 0.10, -0.01, -0.19

(9)
Entry from OMol25: a molecular structure, C15H29ClFI2N4O3P2 in a non-equilibrium geometry (ωB97M-V/def2-TZVPD).

XYZ file:
```
57
Properties=species:S:1:pos:R:3
C 0.76 4.62 2.10
C 1.44 3.27 1.78
F 1.11 2.41 2.83
C 1.09 2.76 0.36
P 0.15 1.10 0.20
C -1.17 1.89 -0.94
N -2.20 2.63 -0.16
C -0.97 -0.55 0.25
I -0.97 -1.30 2.31
C -0.65 -1.67 -0.77
C -0.47 -3.10 -0.24
I -2.40 -1.86 -2.10
O 0.98 0.77 -1.31
C 2.23 0.21 -1.13
C 2.33 -0.40 0.30
P 3.93 -0.30 1.23
O 4.91 -1.30 0.30
Cl 4.58 1.67 0.99
O 1.35 0.19 1.08
H 1.41 5.22 2.74
H 0.54 5.19 1.20
H -0.14 4.39 2.68
H 2.51 3.47 1.82
H 2.02 2.80 -0.22
H 0.45 3.52 -0.09
H -0.62 1.49 1.33
H -0.71 2.55 -1.68
H -1.67 1.12 -1.54
H -2.44 3.49 -0.65
H -3.06 2.10 -0.12
H -2.01 -0.24 0.14
H 0.18 -1.50 -1.44
H -1.37 -3.50 0.22
H 0.42 -3.20 0.37
H -0.30 -3.70 -1.13
H 3.04 0.97 -1.15
H 2.53 -0.51 -1.91
H 2.15 -1.50 0.26
H 4.33 -2.03 0.03
C -0.86 0.20 6.64
C -0.63 -1.14 6.11
N -0.43 -2.18 5.69
H -0.86 0.92 5.81
H -1.82 0.24 7.15
H -0.07 0.46 7.34
C -1.44 -6.51 -2.72
C -0.42 -6.31 -1.69
N 0.38 -6.16 -0.89
H -1.09 -6.10 -3.66
H -1.65 -7.57 -2.83
H -2.35 -5.99 -2.43
C -2.06 1.78 -5.83
C -1.93 0.85 -4.72
N -1.82 0.12 -3.84
H -1.48 1.43 -6.68
H -3.11 1.87 -6.13
H -1.70 2.77 -5.53
```

Calculated values
total charge: -1
LUMO: 2.186 eV
largest force on an atom: 2.1 eV/A
electronic energy: -2871.81437 a.u.
HOMO level: -0.15664 Eh

natural (NBO) population analysis, charges in e, atoms 1 to 4: -0.64, 0.22, -0.38, -0.78

(10)
Entry from OMol25: a molecular structure, C23H33N5O7P2SSeY in a non-equilibrium geometry (ωB97M-V/def2-TZVPD).

XYZ file:
```
73
Properties=species:S:1:pos:R:3
Y 0.03 -0.42 -0.03
N -2.00 2.18 2.23
C -2.86 1.95 1.02
C -4.11 2.84 1.17
P -3.32 0.19 1.00
O -3.65 -0.07 2.57
O -4.35 0.02 -0.01
O -1.95 -0.44 0.65
P -1.78 2.44 -0.45
O -1.69 4.06 -0.07
O -2.25 2.15 -1.85
O -0.45 1.80 0.05
H -1.50 3.13 2.13
H -1.25 1.46 2.39
H -2.53 2.29 3.07
H -4.89 2.47 1.93
H -4.65 2.79 0.24
H -3.68 3.76 1.55
H -3.29 -0.90 2.89
H -1.94 4.64 -0.80
N -0.53 0.57 -3.83
C 0.75 0.35 -3.41
N 1.15 0.48 -2.16
C 2.51 0.08 -2.00
C 3.16 0.00 -0.84
C 4.48 -0.54 -0.89
C 5.12 -0.87 -2.04
C 4.48 -0.69 -3.27
C 3.14 -0.27 -3.21
S 2.01 -0.06 -4.59
H -1.13 1.08 -3.17
H -0.77 0.47 -4.79
H 2.75 0.53 0.01
H 5.03 -0.58 0.05
H 6.15 -1.19 -2.05
H 4.86 -0.96 -4.23
C 6.40 0.53 3.64
C 5.03 0.12 3.21
C 4.74 -1.20 2.86
C 3.40 -1.57 2.57
C 3.21 -2.98 2.17
C 2.41 -0.62 2.80
Se 0.49 -1.13 2.58
C 2.73 0.72 3.08
C 1.64 1.82 3.20
C 4.05 1.09 3.29
H 7.10 0.93 2.87
H 6.95 -0.28 4.16
H 6.24 1.39 4.33
H 5.61 -1.85 2.89
H 4.14 -3.43 1.89
H 2.42 -3.01 1.27
H 2.79 -3.62 3.03
H 0.93 1.73 2.33
H 2.12 2.82 3.21
H 1.23 1.75 4.18
H 4.16 2.08 3.67
N -1.03 -1.83 -1.68
C -2.14 -1.83 -2.07
N -3.33 -1.92 -2.51
C -3.88 -0.69 -3.21
C -5.40 -0.69 -2.99
O -5.94 -1.99 -3.30
C -5.55 -2.96 -2.43
C -3.95 -3.22 -2.55
H -3.64 -0.64 -4.30
H -3.45 0.17 -2.75
H -5.91 0.04 -3.53
H -5.55 -0.55 -1.93
H -6.09 -3.87 -2.62
H -5.76 -2.58 -1.41
H -3.67 -3.73 -3.49
H -3.53 -3.72 -1.73
```

Calculated values
total charge: +1
LUMO: -2.247 eV
largest force on an atom: 4.0 eV/A
electronic energy: -5217.51220 a.u.
HOMO level: -0.37962 Eh

Löwdin population analysis, charges in e, atoms 1 to 4: 1.28, 0.16, -0.52, -0.06